Here is the molecule C4H8OS at a distorted geometry from OMol25. Energies are from ωB97M-V with the def2-TZVPD basis set.

Summary:
Kohn-Sham gap in eV: 10.097
SMILES string: C=C[C@H](S)CO
Relative energy (zero: lowest compared OMol25 entry of this formula, charge and spin) in kcal per mole: 34.7
Max |F| in eV/Å: 3.46
Molar mass in Da: 104.2
Total energy in eV: -17158.946

Structure (ORCA input):
```
! wB97M-V def2-TZVPD RIJCOSX def2/J DEFGRID3
* xyz 0 1
C -0.787 1.596 -0.243
C 0.237 1.194 0.499
C 0.651 -0.277 0.590
S 2.404 -0.370 0.002
C -0.166 -1.302 -0.134
O -1.554 -1.291 0.321
H -1.380 0.919 -0.822
H -1.091 2.767 -0.255
H 0.821 1.864 1.096
H 0.634 -0.630 1.637
H 2.113 0.342 -1.052
H -0.195 -0.999 -1.165
H 0.380 -2.291 -0.057
H -2.068 -1.523 -0.418
*
```

Charges in e, computed with Löwdin, in the same order as the atoms: atom 1 (C): 0.0008, atom 2 (C): -0.2281, atom 3 (C): -0.6501, atom 4 (S): 0.7584, atom 5 (C): -0.3037, atom 6 (O): -0.0572, atom 7 (H): 0.0370, atom 8 (H): 0.1131, atom 9 (H): 0.0864, atom 10 (H): 0.1153, atom 11 (H): -0.1491, atom 12 (H): 0.1011, atom 13 (H): 0.1240, atom 14 (H): 0.0521

Here is the molecule C4H8OS at a distorted geometry from OMol25. Energies are from ωB97M-V with the def2-TZVPD basis set.

Summary:
Kohn-Sham gap in eV: 10.098
SMILES string: C[C@H](O)[C@@H]1CS1
Relative energy (zero: lowest compared OMol25 entry of this formula, charge and spin) in kcal per mole: 18.2
Max |F| in eV/Å: 1.48
Molar mass in Da: 104.2
Total energy in eV: -17159.661

Structure (ORCA input):
```
! wB97M-V def2-TZVPD RIJCOSX def2/J DEFGRID3
* xyz 0 1
C 0.826 0.624 1.527
C 0.346 -0.348 0.508
O 1.337 -0.690 -0.401
C -0.892 0.050 -0.283
C -1.103 -0.474 -1.660
S -0.715 1.293 -1.645
H 1.258 1.544 1.138
H 1.631 0.171 2.119
H 0.007 0.857 2.226
H 0.151 -1.291 0.969
H 1.379 0.066 -0.992
H -1.760 0.081 0.355
H -2.134 -0.730 -1.948
H -0.334 -1.152 -1.912
*
```

Charges in e, computed with Löwdin, in the same order as the atoms: atom 1 (C): -0.0469, atom 2 (C): -0.5081, atom 3 (O): -0.0564, atom 4 (C): -0.5098, atom 5 (C): -0.4209, atom 6 (S): 0.8319, atom 7 (H): 0.0841, atom 8 (H): 0.0878, atom 9 (H): 0.0908, atom 10 (H): 0.1421, atom 11 (H): 0.0514, atom 12 (H): 0.1097, atom 13 (H): 0.0836, atom 14 (H): 0.0607

Here is the molecule C4H8OS at a distorted geometry from OMol25. Energies are from ωB97M-V with the def2-TZVPD basis set.

Summary:
Kohn-Sham gap in eV: 8.848
SMILES string: CC(C)(O)C=S
Relative energy (zero: lowest compared OMol25 entry of this formula, charge and spin) in kcal per mole: 25.8
Max |F| in eV/Å: 3.54
Molar mass in Da: 104.2
Total energy in eV: -17159.330

Structure (ORCA input):
```
! wB97M-V def2-TZVPD RIJCOSX def2/J DEFGRID3
* xyz 0 1
C 0.843 -1.020 -0.632
C -0.062 -0.134 0.193
C 0.506 1.272 0.345
O -0.047 -0.724 1.458
C -1.347 0.205 -0.465
S -2.822 -0.186 0.153
H 0.581 -2.110 -0.423
H 0.681 -0.897 -1.691
H 1.937 -0.934 -0.473
H -0.237 1.879 0.802
H 1.359 1.094 1.052
H 0.831 1.786 -0.552
H -1.029 -0.899 1.684
H -1.194 0.668 -1.450
*
```

Charges in e, computed with Löwdin, in the same order as the atoms: atom 1 (C): -0.0321, atom 2 (C): -0.7666, atom 3 (C): -0.0354, atom 4 (O): -0.0574, atom 5 (C): -0.5693, atom 6 (S): 0.7236, atom 7 (H): 0.1154, atom 8 (H): 0.0703, atom 9 (H): 0.0975, atom 10 (H): 0.0745, atom 11 (H): 0.1162, atom 12 (H): 0.0901, atom 13 (H): 0.0851, atom 14 (H): 0.0881

Here is the molecule C4H8OS2 at a distorted geometry from OMol25. Energies are from ωB97M-V with the def2-TZVPD basis set.

Summary:
Kohn-Sham gap in eV: 9.779
SMILES string: C[C@@]1(O)[C@H](S)[C@@H]1S
Relative energy (zero: lowest compared OMol25 entry of this formula, charge and spin) in kcal per mole: 20.9
Max |F| in eV/Å: 1.44
Molar mass in Da: 136.2
Total energy in eV: -27994.795

Structure (ORCA input):
```
! wB97M-V def2-TZVPD RIJCOSX def2/J DEFGRID3
* xyz 0 1
C 1.917 -0.045 -0.182
C 0.453 -0.029 0.193
O 0.260 -0.005 1.572
C -0.528 0.751 -0.653
S -1.788 1.760 0.111
C -0.566 -0.772 -0.651
S -1.868 -1.702 0.146
H 2.408 0.822 0.250
H 2.036 -0.045 -1.243
H 2.401 -0.971 0.226
H -0.385 -0.720 1.798
H -0.133 1.201 -1.550
H -1.274 1.643 1.342
H -0.162 -1.221 -1.560
H -2.770 -0.669 0.201
*
```

Charges in e, computed with Löwdin, in the same order as the atoms: atom 1 (C): -0.0035, atom 2 (C): -0.6064, atom 3 (O): -0.0504, atom 4 (C): -0.5775, atom 5 (S): 0.7736, atom 6 (C): -0.5804, atom 7 (S): 0.7687, atom 8 (H): 0.0876, atom 9 (H): 0.0718, atom 10 (H): 0.1055, atom 11 (H): 0.0674, atom 12 (H): 0.0948, atom 13 (H): -0.1178, atom 14 (H): 0.1030, atom 15 (H): -0.1366

Here is a structure of composition C4H8OS2 at a distorted geometry from OMol25. Energies are from ωB97M-V with the def2-TZVPD basis set.

Summary:
Kohn-Sham gap in eV: 7.475
Relative energy (zero: lowest compared OMol25 entry of this formula, charge and spin) in kcal per mole: 64.6
Max |F| in eV/Å: 4.76
Molar mass in Da: 136.2
Total energy in eV: -27992.899

Structure (ORCA input):
```
! wB97M-V def2-TZVPD RIJCOSX def2/J DEFGRID3
* xyz 0 1
C 0.084 0.866 -0.386
C 0.363 1.170 -1.850
O 1.510 0.901 -2.322
C 1.411 0.720 0.427
S 1.149 0.326 2.126
S 0.171 -1.912 1.152
C -1.586 -1.806 0.877
H -0.573 1.660 -0.087
H -0.459 0.002 -0.219
H -0.395 1.875 -2.275
H 2.006 1.615 0.336
H 2.142 -0.092 0.063
H -1.714 -1.686 -0.262
H -2.060 -0.930 1.199
H -2.048 -2.710 1.220
*
```

Charges in e, computed with Löwdin, in the same order as the atoms: atom 1 (C): -0.2498, atom 2 (C): -0.1812, atom 3 (O): 0.0003, atom 4 (C): -0.7027, atom 5 (S): 0.6156, atom 6 (S): 0.5800, atom 7 (C): -0.5238, atom 8 (H): 0.1070, atom 9 (H): -0.0112, atom 10 (H): 0.1242, atom 11 (H): 0.0675, atom 12 (H): 0.0854, atom 13 (H): 0.0573, atom 14 (H): 0.0162, atom 15 (H): 0.0152

Here is the molecule C4H8S at a distorted geometry from OMol25. Energies are from ωB97M-V with the def2-TZVPD basis set.

Summary:
Kohn-Sham gap in eV: 10.005
SMILES string: SCC1CC1
Relative energy (zero: lowest compared OMol25 entry of this formula, charge and spin) in kcal per mole: 27.2
Max |F| in eV/Å: 4.52
Molar mass in Da: 88.2
Total energy in eV: -15111.205

Structure (ORCA input):
```
! wB97M-V def2-TZVPD RIJCOSX def2/J DEFGRID3
* xyz 0 1
S -2.312 -0.855 1.325
C -1.107 -0.754 -0.152
C -0.132 0.320 0.019
C 1.249 0.144 0.583
C 1.140 0.263 -0.850
H -3.384 -0.897 0.588
H -0.652 -1.728 -0.202
H -1.743 -0.745 -1.088
H -0.629 1.190 0.031
H 1.516 -0.771 1.151
H 1.350 1.023 1.160
H 1.440 1.141 -1.355
H 1.473 -0.590 -1.503
*
```

Charges in e, computed with Löwdin, in the same order as the atoms: atom 1 (S): 0.6625, atom 2 (C): -0.4909, atom 3 (C): -0.3715, atom 4 (C): -0.1357, atom 5 (C): -0.1248, atom 6 (H): -0.2051, atom 7 (H): 0.0571, atom 8 (H): 0.0963, atom 9 (H): 0.0867, atom 10 (H): 0.1273, atom 11 (H): 0.0909, atom 12 (H): 0.0810, atom 13 (H): 0.1262

Here is the molecule C4H8S at a distorted geometry from OMol25. Energies are from ωB97M-V with the def2-TZVPD basis set.

Summary:
Kohn-Sham gap in eV: 8.024
SMILES string: CCCC=S
Relative energy (zero: lowest compared OMol25 entry of this formula, charge and spin) in kcal per mole: 66.9
Max |F| in eV/Å: 4.15
Molar mass in Da: 88.2
Total energy in eV: -15109.483

Structure (ORCA input):
```
! wB97M-V def2-TZVPD RIJCOSX def2/J DEFGRID3
* xyz 0 1
C -1.093 0.172 -1.084
C -0.761 -0.633 0.228
C 0.516 -0.155 0.960
C 1.577 0.644 0.220
S 2.838 -0.376 -0.245
H -0.204 0.321 -1.636
H -1.684 -0.511 -1.941
H -1.776 1.031 -0.754
H -1.512 -0.654 1.136
H -0.472 -1.527 -0.138
H 0.949 -0.803 1.672
H 0.477 0.730 1.544
H 1.147 1.760 0.038
*
```

Charges in e, computed with Löwdin, in the same order as the atoms: atom 1 (C): -0.1139, atom 2 (C): -0.2258, atom 3 (C): -0.3734, atom 4 (C): -0.6200, atom 5 (S): 0.6213, atom 6 (H): 0.0217, atom 7 (H): 0.1263, atom 8 (H): 0.0875, atom 9 (H): 0.1469, atom 10 (H): 0.0478, atom 11 (H): 0.0766, atom 12 (H): 0.0703, atom 13 (H): 0.1346

Here is a structure of composition C4H8S at a distorted geometry from OMol25. Energies are from ωB97M-V with the def2-TZVPD basis set.

Summary:
Kohn-Sham gap in eV: 9.492
Relative energy (zero: lowest compared OMol25 entry of this formula, charge and spin) in kcal per mole: 92.6
Max |F| in eV/Å: 5.64
Molar mass in Da: 88.2
Total energy in eV: -15108.369

Structure (ORCA input):
```
! wB97M-V def2-TZVPD RIJCOSX def2/J DEFGRID3
* xyz 0 1
C 1.684 -0.023 -0.576
C 0.818 0.418 0.519
C -0.416 1.214 0.233
C 0.106 -1.093 0.596
H 2.134 -1.049 -0.343
H 1.170 -0.479 -1.330
H 2.513 0.784 -0.876
H 1.361 1.224 1.226
H -1.043 1.489 1.180
H -0.283 2.333 -0.499
H 0.956 -1.986 0.421
H -0.207 -1.466 1.504
S -1.234 -0.247 -0.370
*
```

Charges in e, computed with Löwdin, in the same order as the atoms: atom 1 (C): -0.2024, atom 2 (C): -0.5122, atom 3 (C): -0.5233, atom 4 (C): -0.3707, atom 5 (H): 0.0774, atom 6 (H): 0.0187, atom 7 (H): 0.1306, atom 8 (H): 0.1636, atom 9 (H): 0.0879, atom 10 (H): 0.1781, atom 11 (H): 0.1427, atom 12 (H): 0.0102, atom 13 (S): 0.7993

Here is a cluster of 2 separate species, C4H8S2 in total at a distorted geometry from OMol25. Energies are from ωB97M-V with the def2-TZVPD basis set.

Summary:
Kohn-Sham gap in eV: 7.997
Relative energy (zero: lowest compared OMol25 entry of this formula, charge and spin) in kcal per mole: 146.9
Max |F| in eV/Å: 5.87
Molar mass in Da: 120.2
Total energy in eV: -25942.042

Structure (ORCA input):
```
! wB97M-V def2-TZVPD RIJCOSX def2/J DEFGRID3
* xyz 0 1
C -1.914 1.001 0.805
C -2.683 1.400 -0.045
C 1.151 0.235 -0.805
C 0.221 -0.896 -0.762
S 1.528 1.130 0.886
S 0.414 -2.136 0.344
H -1.180 0.440 1.337
H 1.516 -2.609 0.085
H -3.375 1.679 -0.682
H 0.929 0.990 -1.519
H 2.133 -0.084 -0.958
H -0.869 -0.901 -0.867
H 0.615 1.921 1.083
H 0.990 -1.548 1.479
*
```

Charges in e, computed with Löwdin, in the same order as the atoms: atom 1 (C): -0.0106, atom 2 (C): 0.0473, atom 3 (C): -0.5216, atom 4 (C): -0.6549, atom 5 (S): 0.6560, atom 6 (S): 0.9104, atom 7 (H): -0.0016, atom 8 (H): -0.1325, atom 9 (H): -0.0348, atom 10 (H): 0.0570, atom 11 (H): 0.0178, atom 12 (H): 0.0095, atom 13 (H): -0.2856, atom 14 (H): -0.0563

Here is the molecule C4H8S3 at a distorted geometry from OMol25. Energies are from ωB97M-V with the def2-TZVPD basis set.

Summary:
Kohn-Sham gap in eV: 8.393
SMILES string: CCSC1(C)SS1
Relative energy (zero: lowest compared OMol25 entry of this formula, charge and spin) in kcal per mole: 37.0
Max |F| in eV/Å: 3.42
Molar mass in Da: 152.3
Total energy in eV: -36781.647

Structure (ORCA input):
```
! wB97M-V def2-TZVPD RIJCOSX def2/J DEFGRID3
* xyz 0 1
C -1.582 1.056 0.534
C -1.378 0.635 -0.928
S -0.634 -1.042 -0.909
C 1.012 -0.622 -0.359
C 1.604 -1.585 0.559
S 2.486 0.213 -1.433
S 1.477 1.005 0.156
H -1.903 0.289 1.198
H -0.834 1.588 1.118
H -2.394 1.791 0.494
H -0.577 1.208 -1.471
H -2.442 0.834 -1.505
H 2.626 -1.278 0.880
H 1.619 -2.567 0.249
H 0.920 -1.523 1.418
*
```

Charges in e, computed with Löwdin, in the same order as the atoms: atom 1 (C): -0.2314, atom 2 (C): -0.5328, atom 3 (S): 0.8511, atom 4 (C): -1.2917, atom 5 (C): -0.2720, atom 6 (S): 0.4260, atom 7 (S): 0.4937, atom 8 (H): 0.0532, atom 9 (H): 0.0304, atom 10 (H): 0.0678, atom 11 (H): 0.0454, atom 12 (H): 0.1429, atom 13 (H): 0.0807, atom 14 (H): 0.0499, atom 15 (H): 0.0869